{
  "formula": "C40H94BN5",
  "method": "ωB97M-V/def2-TZVPD",
  "species": ["B", "H", "H", "H", "H", "C", "C", "C", "N", "C", "C", "C", "C", "C", "H", "H", "H", "H", "H", "H", "H", "H", "H", "H", "H", "H", "H", "H", "H", "H", "H", "H", "C", "C", "C", "N", "C", "C", "C", "C", "C", "H", "H", "H", "H", "H", "H", "H", "H", "H", "H", "H", "H", "H", "H", "H", "H", "H", "H", "C", "C", "C", "N", "C", "C", "C", "C", "C", "H", "H", "H", "H", "H", "H", "H", "H", "H", "H", "H", "H", "H", "H", "H", "H", "H", "H", "C", "C", "C", "N", "C", "C", "C", "C", "C", "H", "H", "H", "H", "H", "H", "H", "H", "H", "H", "H", "H", "H", "H", "H", "H", "H", "H", "C", "C", "C", "N", "C", "C", "C", "C", "C", "H", "H", "H", "H", "H", "H", "H", "H", "H", "H", "H", "H", "H", "H", "H", "H", "H", "H"],
  "coordinates": [[-8.500, -26.903, -13.275], [-7.982, -27.849, -13.266], [-9.486, -27.074, -12.871], [-8.053, -26.078, -12.741], [-8.552, -26.660, -14.325], [-15.416, -24.050, -5.118], [-14.140, -24.844, -4.938], [-13.080, -24.679, -5.948], [-11.691, -25.311, -5.668], [-11.907, -26.825, -5.428], [-10.944, -24.509, -4.488], [-10.309, -23.399, -5.267], [-9.927, -23.810, -6.729], [-10.740, -25.113, -6.849], [-16.094, -24.011, -4.264], [-15.952, -24.400, -6.000], [-15.200, -22.990, -5.248], [-14.329, -25.914, -4.841], [-13.767, -24.720, -3.921], [-12.773, -23.636, -5.868], [-13.404, -24.869, -6.971], [-12.583, -27.092, -6.240], [-12.574, -26.857, -4.567], [-10.977, -27.340, -5.185], [-10.237, -25.252, -4.119], [-11.596, -24.221, -3.664], [-9.396, -23.118, -4.742], [-11.078, -22.631, -5.354], [-8.886, -24.100, -6.867], [-10.162, -22.934, -7.333], [-10.111, -26.003, -6.866], [-11.390, -25.103, -7.724], [-11.574, -21.801, -16.251], [-12.659, -22.855, -15.947], [-13.589, -22.988, -17.111], [-14.384, -24.295, -17.168], [-15.340, -24.500, -15.902], [-15.173, -24.565, -18.446], [-14.256, -25.170, -19.535], [-13.100, -25.776, -18.783], [-13.418, -25.536, -17.313], [-11.862, -20.755, -16.347], [-11.004, -21.804, -17.180], [-10.833, -21.863, -15.453], [-13.132, -22.569, -15.008], [-12.095, -23.776, -15.799], [-13.239, -22.969, -18.143], [-14.264, -22.132, -17.101], [-14.649, -24.921, -15.172], [-16.149, -25.112, -16.301], [-15.630, -23.484, -15.634], [-15.957, -25.302, -18.270], [-15.622, -23.645, -18.821], [-14.883, -25.912, -20.031], [-13.993, -24.371, -20.228], [-13.098, -26.843, -19.003], [-12.217, -25.283, -19.192], [-14.129, -26.304, -17.008], [-12.516, -25.454, -16.708], [-7.475, -24.466, -26.829], [-6.633, -24.347, -25.511], [-6.725, -25.619, -24.569], [-5.996, -25.583, -23.188], [-4.467, -25.315, -23.314], [-6.408, -26.772, -22.309], [-6.360, -26.253, -20.814], [-6.298, -24.747, -20.906], [-6.647, -24.413, -22.391], [-7.700, -23.481, -27.237], [-8.494, -24.750, -26.569], [-7.221, -25.190, -27.603], [-6.749, -23.481, -24.859], [-5.616, -24.322, -25.903], [-6.294, -26.423, -25.166], [-7.803, -25.707, -24.433], [-3.997, -25.338, -22.330], [-4.232, -24.384, -23.830], [-4.155, -26.127, -23.969], [-5.639, -27.508, -22.544], [-7.431, -27.057, -22.553], [-5.574, -26.778, -20.271], [-7.225, -26.771, -20.401], [-5.325, -24.351, -20.616], [-7.055, -24.411, -20.198], [-6.249, -23.455, -22.727], [-7.703, -24.546, -22.626], [-7.426, -32.900, -11.641], [-8.717, -33.545, -11.229], [-9.822, -32.771, -12.027], [-11.190, -33.513, -12.214], [-11.865, -33.559, -10.874], [-11.068, -34.955, -12.845], [-12.380, -35.207, -13.703], [-13.073, -33.750, -13.784], [-12.066, -32.680, -13.205], [-7.164, -33.333, -12.607], [-6.726, -33.315, -10.916], [-7.266, -31.827, -11.541], [-8.852, -33.361, -10.163], [-8.593, -34.611, -11.418], [-9.571, -32.544, -13.063], [-10.088, -31.808, -11.590], [-11.908, -32.570, -10.418], [-11.417, -34.183, -10.101], [-12.855, -34.008, -10.954], [-10.992, -35.791, -12.149], [-10.081, -35.037, -13.300], [-13.067, -35.982, -13.363], [-12.199, -35.414, -14.758], [-13.941, -33.789, -13.125], [-13.434, -33.612, -14.803], [-12.548, -31.949, -12.556], [-11.462, -32.287, -14.023], [5.617, -27.607, -14.756], [4.512, -27.720, -13.717], [3.051, -27.987, -14.250], [1.825, -27.705, -13.373], [1.757, -28.519, -12.030], [1.745, -26.179, -13.004], [0.337, -25.725, -13.269], [-0.530, -26.882, -13.773], [0.487, -27.912, -14.212], [6.618, -27.267, -14.488], [5.327, -26.735, -15.343], [5.750, -28.514, -15.345], [4.459, -26.900, -13.002], [4.613, -28.687, -13.223], [3.058, -29.034, -14.552], [2.900, -27.375, -15.139], [0.796, -28.159, -11.664], [2.600, -27.986, -11.590], [1.834, -29.592, -12.208], [2.051, -25.985, -11.976], [2.402, -25.612, -13.663], [-0.179, -25.439, -12.353], [0.303, -24.804, -13.851], [-1.295, -27.145, -13.043], [-1.176, -26.501, -14.563], [0.229, -28.956, -14.037], [0.787, -27.793, -15.253]],
  "homo_energy_ev": -12.22,
  "gap_ha": 0.233,
  "charge": 4,
  "lumo_energy_ha": -0.21617
}

{
  "formula": "C40H94N8O7",
  "method": "ωB97M-V/def2-TZVPD",
  "species": ["C", "C", "C", "C", "C", "C", "N", "O", "C", "C", "C", "H", "H", "H", "H", "H", "H", "H", "H", "H", "H", "H", "H", "H", "H", "H", "H", "H", "H", "H", "C", "C", "C", "C", "C", "C", "N", "O", "C", "C", "C", "H", "H", "H", "H", "H", "H", "H", "H", "H", "H", "H", "H", "H", "H", "H", "H", "H", "H", "H", "C", "C", "C", "C", "C", "C", "N", "O", "C", "C", "C", "H", "H", "H", "H", "H", "H", "H", "H", "H", "H", "H", "H", "H", "H", "H", "H", "H", "H", "H", "C", "O", "N", "N", "H", "H", "H", "H", "C", "C", "C", "O", "C", "N", "H", "H", "H", "H", "H", "H", "H", "H", "H", "H", "H", "C", "C", "C", "O", "C", "N", "H", "H", "H", "H", "H", "H", "H", "H", "H", "H", "H", "C", "C", "C", "O", "C", "N", "H", "H", "H", "H", "H", "H", "H", "H", "H", "H", "H"],
  "coordinates": [[12.730, 13.514, 8.260], [14.240, 13.494, 8.338], [14.696, 13.984, 9.731], [16.148, 13.763, 9.963], [16.493, 12.289, 9.853], [16.041, 11.773, 8.442], [14.621, 12.080, 8.255], [14.215, 11.528, 6.981], [16.988, 12.326, 7.347], [16.157, 10.185, 8.431], [14.715, 14.338, 7.106], [12.313, 14.539, 8.161], [12.250, 13.127, 9.156], [12.464, 12.950, 7.367], [14.415, 15.020, 9.622], [14.114, 13.520, 10.532], [16.313, 14.093, 11.002], [16.763, 14.321, 9.254], [15.876, 11.722, 10.561], [17.556, 12.130, 10.108], [17.446, 13.210, 7.730], [17.778, 11.578, 7.057], [16.429, 12.446, 6.429], [15.342, 9.794, 9.027], [16.064, 9.709, 7.426], [17.132, 9.944, 8.793], [14.197, 15.313, 7.136], [14.437, 13.793, 6.210], [15.808, 14.418, 6.974], [13.594, 10.832, 7.216], [13.085, 14.984, 13.205], [14.335, 15.247, 14.095], [13.694, 15.777, 15.404], [14.686, 15.879, 16.561], [15.406, 14.489, 16.701], [16.033, 13.991, 15.386], [14.954, 13.910, 14.381], [15.589, 13.417, 13.147], [17.235, 14.915, 15.021], [16.585, 12.612, 15.597], [15.254, 16.289, 13.419], [12.876, 15.868, 12.614], [12.206, 14.648, 13.786], [13.374, 14.190, 12.520], [13.325, 16.791, 15.243], [12.824, 15.061, 15.628], [14.210, 16.087, 17.488], [15.415, 16.678, 16.392], [14.677, 13.753, 17.038], [16.160, 14.582, 17.516], [17.065, 15.984, 15.071], [18.058, 14.763, 15.702], [17.633, 14.717, 14.048], [15.743, 11.866, 15.489], [17.450, 12.372, 14.973], [17.041, 12.537, 16.595], [15.629, 17.116, 14.065], [14.779, 16.800, 12.552], [16.137, 15.749, 13.019], [14.878, 12.825, 12.842], [20.048, 8.524, 12.312], [18.764, 8.634, 13.183], [18.047, 9.849, 12.687], [16.653, 9.978, 13.354], [15.777, 8.724, 12.914], [16.507, 7.473, 13.262], [17.892, 7.541, 12.850], [18.555, 6.367, 13.194], [16.374, 7.093, 14.772], [15.876, 6.264, 12.416], [19.155, 8.733, 14.698], [19.836, 8.260, 11.275], [20.590, 7.653, 12.738], [20.667, 9.449, 12.256], [18.580, 10.789, 12.732], [17.855, 9.635, 11.609], [16.155, 10.902, 13.059], [16.650, 9.891, 14.469], [15.778, 8.804, 11.803], [14.816, 8.798, 13.443], [15.311, 7.000, 14.948], [16.868, 6.145, 14.955], [16.848, 7.817, 15.382], [16.039, 6.415, 11.374], [16.342, 5.367, 12.857], [14.796, 6.165, 12.617], [20.075, 9.239, 14.718], [19.222, 7.767, 15.195], [18.369, 9.253, 15.272], [18.839, 6.031, 12.311], [13.093, 11.149, 12.954], [13.910, 11.579, 12.134], [12.068, 10.304, 12.576], [13.201, 11.427, 14.304], [12.023, 10.010, 11.599], [11.269, 10.219, 13.207], [12.360, 11.223, 14.832], [13.779, 12.181, 14.697], [11.135, 7.651, 16.812], [11.376, 8.540, 15.540], [10.644, 7.920, 14.407], [11.464, 6.840, 13.997], [10.885, 5.963, 12.975], [10.966, 9.888, 15.785], [10.093, 7.314, 16.943], [11.432, 8.122, 17.752], [11.690, 6.734, 16.736], [12.445, 8.593, 15.309], [10.462, 8.591, 13.590], [9.637, 7.629, 14.760], [11.667, 5.201, 12.955], [10.711, 6.407, 11.986], [9.999, 5.399, 13.343], [11.561, 10.285, 16.575], [10.057, 9.831, 16.157], [12.831, 6.760, 9.778], [13.054, 8.112, 9.045], [11.935, 8.287, 8.052], [12.215, 9.524, 7.385], [11.225, 9.831, 6.448], [13.045, 9.298, 9.901], [11.775, 6.427, 9.498], [12.981, 6.846, 10.889], [13.317, 5.983, 9.230], [13.978, 8.025, 8.451], [11.011, 8.430, 8.615], [11.883, 7.554, 7.230], [11.040, 8.965, 5.782], [11.362, 10.786, 5.942], [10.202, 9.977, 6.855], [13.449, 9.184, 10.782], [13.413, 10.140, 9.421], [9.633, 14.097, 18.599], [10.648, 13.398, 17.743], [11.689, 12.507, 18.420], [12.417, 11.864, 17.445], [13.384, 10.941, 17.928], [9.851, 12.756, 16.682], [8.836, 13.435, 18.908], [9.193, 14.898, 18.040], [10.024, 14.727, 19.340], [11.318, 14.167, 17.250], [11.190, 11.785, 19.021], [12.368, 13.067, 19.021], [12.965, 10.250, 18.707], [14.233, 11.415, 18.355], [13.763, 10.319, 17.180], [10.457, 12.548, 15.856], [9.153, 13.398, 16.419]],
  "homo_energy_ev": -8.09,
  "smiles": "CC1(C)CCCC(C)(C)N1O.CC1(C)CCCC(C)(C)N1O.CC1(C)CCCC(C)(C)N1O.COC[C@H](C)N.COC[C@H](C)N.COC[C@H](C)N.NC(N)=O",
  "gap_ha": 0.320,
  "lumo_energy_ha": 0.02224
}